# 1
Computed, not measured: an isolated molecule of C3H5N3, with wB97M-V/def2-TZVPD.

SMILES string: Nc1ccn[nH]1
Highest occupied orbital energy, eV: -9.036

Element x y z (Å)
1 N -1.8662 0.0532 0.1897
2 C -0.4630 0.0638 0.0343
3 C 0.4781 -0.9205 -0.1812
4 C 1.7157 -0.2473 -0.1090
5 N 1.5612 1.0524 0.1043
6 N 0.2345 1.2144 0.1909
7 H -2.1476 -0.7840 0.6892
8 H -2.3540 0.0638 -0.7000
9 H 0.2825 -1.9615 -0.3915
10 H 2.7130 -0.6632 -0.1878
11 H -0.1541 2.1290 0.3611

These are the Löwdin partial charges, in e, on atoms 1 to 4: atom 1 (N): 0.08, atom 2 (C): -0.38, atom 3 (C): -0.04, atom 4 (C): -0.18


# 2
Computed, not measured: an isolated molecule of C4H6N2O, with wB97M-V/def2-TZVPD.

SMILES string: N[C@H]1C=CC(=O)N1
Highest occupied orbital energy, eV: -9.770

Element x y z (Å)
1 N -1.9672 -0.2746 0.1192
2 C -0.5888 -0.1419 -0.2972
3 C 0.0652 1.1784 0.0468
4 C 1.3264 0.9702 0.4171
5 C 1.5816 -0.5046 0.3801
6 O 2.6415 -1.0904 0.3246
7 N 0.3225 -1.0849 0.3322
8 H -2.3745 -1.0821 -0.3447
9 H -2.4949 0.5309 -0.2085
10 H -0.4654 -0.2723 -1.3871
11 H -0.4441 2.1296 -0.0746
12 H 2.0975 1.6965 0.6428
13 H 0.3003 -2.0548 0.0493

These are the Löwdin partial charges, in e, on atoms 1 to 4: atom 1 (N): 0.05, atom 2 (C): -0.43, atom 3 (C): -0.01, atom 4 (C): 0.02


Ordered calculated total energy results: -281.5693, -340.7649; unit Eh.
Ordered relative energy (zero: lowest compared OMol25 entry of this formula, charge and spin) results: 54.5, 78.7; unit kJ/mol.
Ordered frontier orbital gap results: 9.97, 10.36; unit eV.